# C9H12N3O3

An isolated ion of composition C9H12N3O3 and charge +1 (ωB97M-V/def2-TZVPD, the OMol25 dataset).

Element x y z (Å)
C: 1.53 1.63 1.83
C: 0.01 2.26 3.16
C: 0.36 0.98 1.38
C: 1.16 1.59 -2.00
C: 2.02 0.57 -1.19
C: -0.70 -2.20 0.10
C: -1.46 -2.76 -1.03
C: -1.77 -0.47 -1.15
C: 0.22 0.11 0.30
N: 1.30 2.25 2.95
N: -0.04 1.82 -1.74
N: -0.95 -0.78 0.17
O: -0.62 1.41 2.22
O: 1.16 -0.24 -0.48
O: -1.70 -1.66 -1.87
H: 2.56 1.39 1.65
H: -0.46 2.51 4.08
H: 1.70 2.28 -2.67
H: 2.57 0.00 -1.81
H: 2.70 1.16 -0.46
H: -0.84 -2.77 0.97
H: 0.33 -2.08 -0.11
H: -0.99 -3.45 -1.73
H: -2.40 -3.24 -0.84
H: -2.77 -0.25 -0.86
H: -1.28 0.39 -1.66
H: -1.63 -0.44 0.81

Summary:
maximum force = 5.2 eV Å⁻¹
E_tot = -739.66888 a.u.
total charge = +1
LUMO (alpha / beta) = -4.59 / -4.42 eV